[1]
15
Properties=species:S:1:pos:R:3:lowdin_charge:R:1 method="wB97M-V/def2-TZVPD" e_homo_ha="-0.3136 / -0.3355" gap_ha="0.3067 / 0.3533"
H -2.07 -1.20 -0.87 0.07
N 1.09 0.03 -0.14 -0.22
H -3.88 0.23 0.15 0.12
H -2.84 -1.34 0.89 -0.01
H -1.28 2.27 0.01 0.09
H 1.44 2.08 -0.37 0.11
C -2.02 -1.05 0.24 0.02
C 2.38 -0.62 -0.06 -0.02
C 0.70 1.32 -0.18 -0.08
H 3.10 0.06 -0.50 0.08
C -1.00 0.01 0.27 -0.39
C -0.66 1.38 0.04 -0.02
N 0.08 -0.75 0.18 0.06
H 2.34 -1.56 -0.63 0.09
H 2.62 -0.84 0.98 0.09

=====

[2]
51
Properties=species:S:1:pos:R:3:lowdin_charge:R:1 method="wB97M-V/def2-TZVPD" e_homo_ha=-0.5346 charge=+2 gap_ha=0.0885
F -21.00 -4.41 7.11 -0.60
H -26.18 -5.99 10.39 0.06
H -14.04 -2.64 6.91 0.09
H -15.50 -1.12 4.75 0.09
H -25.73 -2.44 10.62 0.08
H -17.32 -2.60 5.62 0.09
H -25.04 0.43 11.40 0.09
H -24.46 -0.29 8.78 0.14
H -18.16 -7.08 8.45 0.10
C -24.14 -0.02 10.98 -0.03
O -17.33 -2.18 6.48 -0.09
H -23.51 0.84 10.72 0.07
H -18.50 -7.69 10.06 0.10
C -15.99 -1.81 6.75 -0.47
H -27.62 -5.89 9.48 0.08
H -15.15 -3.61 7.76 0.08
H -14.31 -0.57 5.94 0.09
H -25.89 -2.39 8.97 0.07
H -25.03 -5.52 8.59 0.06
O -20.39 -8.00 7.60 0.01
H -23.50 -0.46 11.75 0.08
H -15.99 -1.27 7.69 0.13
Zn -20.29 -1.98 7.87 1.33
H -27.08 -7.38 10.52 0.09
H -21.69 -9.34 9.48 0.09
H -26.33 -8.02 6.58 0.07
O -23.38 -1.81 9.49 -0.11
Li -23.13 -4.87 5.69 0.89
H -20.58 -8.76 10.89 0.09
C -24.44 -0.87 9.70 -0.43
H -19.49 -6.31 9.44 0.08
H -27.48 -8.68 7.66 0.09
H -26.65 -1.15 9.86 0.09
H -15.22 -3.75 6.00 0.09
O -25.18 -6.24 7.97 -0.10
C -26.06 -7.20 8.57 -0.45
H -20.44 -7.06 7.76 0.06
H -19.34 -9.26 8.67 0.15
C -25.72 -1.72 9.81 -0.05
H -15.79 0.20 5.94 0.08
H -25.40 -8.00 8.93 0.13
H -27.65 -6.96 7.16 0.08
H -23.31 -2.40 10.25 0.09
C -19.89 -8.34 8.84 -0.52
C -26.95 -7.75 7.43 -0.04
C -15.04 -3.06 6.83 -0.03
C -18.96 -7.23 9.19 -0.06
C -21.02 -8.59 9.90 -0.01
C -26.85 -6.60 9.79 -0.03
H -21.55 -7.65 10.01 0.07
C -15.37 -0.80 5.79 -0.05

=====

[3]
20
Properties=species:S:1:pos:R:3:lowdin_charge:R:1 method="wB97M-V/def2-TZVPD" s2=2.01 multiplicity=3 e_homo_ha="-0.3752 / -0.5080" charge=+1 gap_ha="0.2483 / 0.2950"
H 0.22 3.22 -0.41 0.11
H -0.69 -1.52 -2.02 0.09
N -0.51 1.35 1.41 0.22
H -2.45 -1.60 -0.18 0.09
H -1.52 1.49 1.30 0.18
C -1.66 -2.34 -0.17 -0.15
C -0.62 -2.30 -1.28 -0.14
H 0.37 2.13 -1.84 0.12
H 1.96 -1.91 0.47 -0.10
H -0.23 -3.23 -1.67 0.11
C -0.28 -1.93 0.09 -0.74
S 0.90 -2.04 1.28 0.83
H -1.99 -3.30 0.22 0.11
H -0.34 0.56 2.04 0.14
H 2.18 0.83 -0.67 0.11
C 0.44 2.22 -0.77 -0.07
H 2.04 1.90 0.77 0.12
C 0.10 1.05 0.06 -0.14
C 1.53 1.43 -0.07 -0.08
H -0.10 2.20 1.83 0.18

=====

[4]
18
Properties=species:S:1:pos:R:3:lowdin_charge:R:1 method="wB97M-V/def2-TZVPD" e_homo_ha=-0.3579 smiles="CC[C@@H](C)NC=O" gap_ha=0.3912
H -1.31 -0.68 -1.95 0.08
H 0.19 1.11 2.22 0.08
C -1.72 -0.71 -0.94 -0.11
H -2.81 -0.70 -1.02 0.07
H -1.43 -1.67 -0.49 0.06
C 0.63 1.47 1.29 -0.06
H -1.52 1.41 -0.57 0.11
H 1.72 1.54 1.43 0.08
H 0.80 0.85 -0.78 0.14
C -1.23 0.46 -0.09 -0.22
O 2.43 -0.76 -1.26 0.01
H -1.73 0.45 0.89 0.11
N 0.85 -0.81 0.39 0.04
H 2.16 -2.34 0.00 0.13
C 0.30 0.52 0.14 -0.39
H 0.48 -1.36 1.15 0.14
H 0.24 2.47 1.10 0.08
C 1.87 -1.33 -0.34 -0.36

=====

[5]
16
Properties=species:S:1:pos:R:3:lowdin_charge:R:1 method="wB97M-V/def2-TZVPD" e_homo_ha=-0.3519 gap_ha=0.3833
H 1.92 -0.16 -1.92 0.11
H 0.92 -1.64 -2.01 0.12
O 0.74 1.13 -0.06 -0.06
H 1.23 0.11 1.72 0.17
C 1.09 -0.70 -1.46 -0.21
H -2.48 0.37 1.17 0.09
H 0.98 -1.89 0.22 0.11
C -1.45 0.62 1.43 -0.09
H -0.13 1.14 -1.96 0.09
H -1.22 1.62 1.06 0.09
N 1.42 -1.01 -0.05 0.03
O -0.60 -0.37 0.87 -0.18
H -1.07 -0.31 -1.40 0.13
H -1.35 0.60 2.52 0.09
C 0.76 0.03 0.72 -0.53
C -0.08 0.23 -1.40 0.05

=====

[6]
12
Properties=species:S:1:pos:R:3:lowdin_charge:R:1 method="wB97M-V/def2-TZVPD" e_homo_ha=-0.3663 smiles="O=CC(=O)N1CC1" gap_ha=0.3471
O 1.71 1.56 0.34 0.09
H -2.01 -1.26 -0.29 0.10
C -1.17 0.75 0.22 -0.13
H -0.68 1.55 -0.31 0.11
H -0.92 -0.49 -1.57 0.14
C -1.28 -0.52 -0.52 -0.08
O 1.32 -1.81 0.34 0.12
C 0.87 -0.69 0.41 -0.44
H 2.75 -0.13 -0.27 0.13
C 1.86 0.39 0.11 -0.16
N -0.45 -0.40 0.73 0.02
H -2.00 1.05 0.82 0.11

=====

[7]
44
Properties=species:S:1:pos:R:3:lowdin_charge:R:1 method="wB97M-V/def2-TZVPD" e_homo_ha=-0.3575 smiles="CCNCC(N)=O.O.O.O.O.O.O.O.O.O" gap_ha=0.3591
H 0.54 1.91 3.22 0.06
H 2.83 -3.65 -0.38 0.04
H 3.67 -1.57 1.29 0.02
O 1.13 1.62 -1.97 -0.03
O 4.05 -1.35 2.15 -0.05
O 2.08 2.20 1.04 -0.03
H 0.66 2.50 1.87 0.03
N -0.26 -1.19 -0.20 -0.03
O -1.88 3.89 1.85 -0.09
H 2.21 1.68 0.24 0.05
O 0.80 -2.35 3.16 -0.05
C -1.18 -2.19 -2.31 -0.09
O -2.14 -0.52 3.10 -0.06
O -3.15 1.44 -1.30 -0.06
H -0.50 -1.46 -2.77 0.06
H 2.40 3.07 0.76 0.08
O -1.35 2.63 -2.89 -0.06
H -2.31 1.43 -0.85 -0.02
H -1.99 -2.50 -0.34 0.11
H 2.08 -1.31 -1.69 0.06
C -0.32 0.06 -0.87 -0.20
H -3.28 2.21 -1.86 0.02
O -0.03 2.09 2.46 -0.09
H -0.60 2.35 -3.43 0.04
H -1.72 0.31 3.38 0.03
H -0.40 0.98 -0.20 0.14
H -2.19 3.78 0.95 0.01
H 1.36 -3.18 -0.45 0.00
H -1.23 3.17 2.04 -0.03
O 2.13 -3.42 -0.99 -0.05
H -2.14 -1.64 -2.49 0.09
H 3.21 -1.15 2.58 0.02
H -3.09 -0.42 3.20 0.04
H 0.18 -1.85 3.69 0.02
H -0.76 -1.03 0.69 0.09
H -0.49 -3.30 -0.56 0.08
C 0.92 0.44 -1.64 -0.50
H -1.22 0.42 -1.51 0.12
C -1.02 -2.39 -0.81 -0.21
N 1.98 -0.36 -2.01 0.18
H -1.12 3.55 -2.70 0.06
H -1.28 -3.01 -3.00 0.07
H 2.50 -0.01 -2.79 0.11
H 0.95 -1.87 2.34 0.01

=====

[8]
57
Properties=species:S:1:pos:R:3:lowdin_charge:R:1 method="wB97M-V/def2-TZVPD" e_homo_ha=-0.5250 charge=+2 gap_ha=0.3410
C 5.21 3.30 -1.18 -0.09
H -4.39 3.90 0.44 0.10
N -2.44 2.06 0.21 -0.12
C 0.67 -2.47 -2.80 -0.65
H -1.84 2.84 0.47 0.09
H 1.76 -2.38 -4.60 0.11
H -2.90 2.36 -0.66 0.10
C 3.09 2.27 -1.00 -0.23
O -3.99 -0.30 0.47 -0.41
N 1.20 -3.68 -2.48 0.19
H -4.96 3.41 2.09 0.10
Ba -1.32 -0.40 0.13 2.05
H 2.81 -1.06 2.72 0.12
H -3.23 1.50 2.04 0.14
H -5.50 0.82 1.19 0.15
C 2.90 -0.31 -1.11 -0.03
H 2.39 0.99 0.63 0.11
H 3.98 -0.48 -1.05 0.09
H 6.21 3.23 -0.78 0.09
H 4.74 4.26 -0.92 0.09
H 2.78 2.31 -2.06 0.14
C -4.87 -1.36 0.17 -0.09
C -4.15 3.37 1.37 -0.04
N 0.97 1.06 -0.86 -0.08
O 0.21 0.95 2.11 -0.16
H 2.67 -2.18 4.00 0.12
C -3.61 1.98 1.12 -0.43
H 5.26 3.46 -2.27 0.09
O 4.47 2.16 -0.83 -0.16
H -3.44 4.09 1.79 0.09
O -1.35 -3.20 0.32 -0.17
N 0.80 -3.53 2.99 0.19
H -5.01 1.26 -0.43 0.15
H 1.84 -4.16 -3.08 0.11
C 2.43 1.00 -0.46 -0.37
H -1.99 -3.84 0.67 0.07
H 2.67 -0.29 -2.17 0.08
H 1.01 0.99 -1.88 0.07
H -0.04 -4.02 2.76 0.11
H -4.35 -2.17 -0.36 0.09
H -5.29 -1.92 1.02 0.11
N 2.34 -1.86 3.10 0.19
H 0.72 -1.06 -4.23 0.11
H 0.49 1.86 2.27 0.07
H 0.61 2.01 -0.70 0.06
H 2.67 3.16 -0.51 0.13
H 2.35 -1.11 -0.61 0.06
H 0.87 -4.12 -1.64 0.11
N 1.04 -1.99 -4.02 0.18
H 1.02 0.43 2.09 0.00
H -0.61 -3.21 0.95 -0.02
H -5.71 -0.99 -0.42 0.11
H 1.47 -4.02 3.56 0.12
O 0.73 -1.77 1.48 -0.15
C -4.62 1.00 0.56 -0.16
C 1.26 -2.36 2.45 -0.59
O -0.06 -1.82 -2.04 -0.15

=====

For reference, total energy by record: -304.61256, -2663.29469, -688.28315, -327.12192, -362.94437, -360.57175, -1031.06793, -1206.58075 Eh.
For reference, energy above the lowest of the compared OMol25 structures with the same formula, charge and spin by record: 6.066, 8.879, 2.000, 0.257, 3.841, 2.658, 3.705, 0.000 eV.
For reference, largest force on an atom by record: 4.63, 2.65, 2.34, 0.28, 2.52, 1.68, 3.21, 1.64 eV/A.